1.
Computed, not measured: a structure of composition C27H34AlN3O2, with the ωB97M-V functional and the def2-TZVPD basis.

Each line ends with the Mulliken charge.
Cartesian coordinates (Å):
Al 0.52 0.69 -0.44  -1.036
O 3.54 3.07 -0.14  -0.624
O 1.67 1.92 -0.44  -0.369
N -2.67 -1.83 1.07  0.085
N 0.51 3.94 -1.66  -0.222
N 1.14 -0.98 -0.87  1.957
C 1.18 -0.28 -3.14  -1.788
C 1.48 -0.93 1.46  -0.694
C 2.40 3.02 -0.50  0.274
C 0.06 6.27 -1.75  -0.649
C 2.79 -2.02 -2.37  -1.718
C 1.77 -2.85 2.83  -0.827
C -3.79 0.81 -0.21  -0.562
C 1.36 -1.49 -2.22  1.241
C 1.50 -3.08 0.45  -0.680
C 1.69 -3.65 1.70  0.146
C 0.32 -2.54 -2.64  -1.533
C -4.02 2.17 -0.03  -0.785
C 1.67 -1.47 2.72  0.683
C 2.07 5.50 -0.74  -0.795
C -2.28 -1.19 -0.18  -0.654
C -1.40 1.17 -0.13  0.223
C 1.39 -1.70 0.30  1.104
C -2.50 0.30 -0.21  1.269
C -4.07 -2.16 1.19  -0.991
C 1.77 -5.14 1.82  -1.779
C 1.77 -0.57 3.92  -1.647
C -2.16 -1.15 2.23  -0.731
C -2.95 3.02 0.14  -1.041
C -1.66 2.53 0.06  -0.593
C 1.64 4.20 -1.02  0.862
C -0.25 4.95 -2.03  -0.210
C 1.25 6.55 -1.10  -0.300
H 2.06 -5.44 2.83  0.372
H 1.92 -3.30 3.80  0.281
H -2.61 -0.16 2.39  0.276
H 1.89 -1.14 4.84  0.384
H -2.36 -1.76 3.11  0.452
H 0.87 0.05 4.01  0.297
H -0.66 -2.08 -2.69  0.272
H 0.57 -2.94 -3.62  0.499
H -4.19 -2.82 2.05  0.344
H -0.63 7.06 -2.02  0.396
H 2.49 -5.56 1.11  0.366
H 2.95 -2.91 -1.77  0.345
H 3.01 5.64 -0.23  0.455
H -4.72 -1.29 1.34  0.329
H 1.45 0.17 1.35  0.575
H -3.12 4.07 0.34  0.438
H 1.26 -0.57 -4.19  0.508
H 1.54 7.57 -0.87  0.428
H 1.92 0.48 -2.92  0.328
H 1.43 -3.74 -0.40  0.454
H -2.81 -1.69 -0.99  0.776
H -1.08 -1.02 2.13  0.028
H -4.63 0.15 -0.36  0.538
H -1.21 -1.37 -0.30  -0.781
H -4.40 -2.70 0.30  0.313
H 3.49 -1.25 -2.03  0.358
H -0.83 3.21 0.14  0.653
H -1.16 4.67 -2.55  0.468
H 0.27 -3.37 -1.94  0.231
H 0.79 -5.58 1.61  0.347
H 2.62 0.10 3.81  0.355
H 0.18 0.15 -2.97  0.414
H 3.01 -2.25 -3.41  0.487
H -5.03 2.54 0.00  0.395

Calculated values
* E: -1606.53590 hartree
* HOMO level: -0.27995 hartree

---

2.
Computed, not measured: a structure of composition C27H34Cl2I2KN2O6, with the ωB97M-V functional and the def2-TZVPD basis.

Each line ends with the Mulliken charge.
Cartesian coordinates (Å):
I -5.61 0.05 1.69  0.009
I -4.92 -3.41 1.06  0.193
K -1.49 -1.88 0.85  0.740
Cl 0.40 -0.99 3.36  -0.139
Cl 1.98 -3.08 2.02  -0.136
O -2.61 -0.03 -1.33  -0.216
O -2.60 -6.23 -1.70  -0.726
O -2.34 -6.47 3.04  -0.727
O -3.24 -7.91 0.63  -0.682
O -1.52 -3.77 2.21  -1.047
O -1.61 -3.65 -0.71  -0.822
N -0.83 0.98 1.04  0.332
N 0.53 -0.81 -0.50  0.575
C 4.66 -0.21 -1.59  2.109
C 4.88 -0.47 -3.09  -1.678
C 0.26 1.40 0.40  -0.581
C 1.12 0.35 -0.27  -0.752
C 0.25 5.75 2.28  -1.650
C 1.41 5.49 0.10  -2.136
C -2.34 -6.04 1.89  0.304
C -1.94 -4.65 0.00  0.467
C -2.46 -5.92 -0.53  0.329
C 2.54 -1.58 -1.54  -0.670
C -1.59 1.89 1.63  -1.049
C 0.11 5.20 0.86  2.133
C 2.44 0.60 -0.61  0.058
C -2.74 -6.81 0.66  0.514
C -6.36 -1.90 1.28  -0.935
C 5.18 1.19 -1.26  -2.135
C 0.96 -2.69 3.42  -0.138
C -1.32 3.25 1.60  -0.739
C 3.19 -0.38 -1.25  0.462
C -0.19 3.71 0.92  0.121
C -2.93 -1.00 -2.34  -0.042
C 1.23 -1.76 -1.13  -1.303
C -4.41 -1.28 -2.43  -0.869
C 5.47 -1.23 -0.77  -1.650
C -1.04 5.92 0.15  -1.634
C -1.89 -4.71 1.44  0.434
C 0.60 2.75 0.32  0.066
H -6.93 -1.81 0.36  0.377
H 4.63 1.97 -1.80  0.416
H 1.05 5.25 2.83  0.374
H 2.27 5.01 0.57  0.420
H -1.99 5.77 0.67  0.337
H 6.53 -1.14 -1.01  0.444
H 4.29 0.22 -3.69  0.374
H -2.54 -0.66 -3.31  0.238
H 0.48 6.82 2.25  0.458
H 5.11 1.41 -0.20  0.389
H 1.48 3.04 -0.24  0.537
H -4.98 -0.39 -2.70  0.389
H -2.39 -1.90 -2.06  0.087
H -1.99 3.93 2.10  0.443
H 6.23 1.27 -1.55  0.431
H 0.70 -2.70 -1.30  0.537
H 3.05 -2.39 -2.04  0.403
H 1.59 6.57 0.10  0.429
H -2.46 1.52 2.14  0.482
H 1.56 -2.81 4.31  0.380
H -4.60 -2.04 -3.19  0.362
H 0.07 -3.33 3.38  0.121
H 5.34 -1.06 0.30  0.376
H -4.78 -1.66 -1.48  -0.046
H -0.67 5.63 2.86  0.330
H 2.90 1.55 -0.34  0.534
H -7.02 -2.14 2.10  0.434
H 4.60 -1.48 -3.36  0.327
H -3.17 0.74 -1.46  0.191
H 1.35 5.16 -0.94  0.403
H 5.93 -0.33 -3.34  0.461
H -0.84 6.99 0.10  0.442
H 5.16 -2.25 -0.99  0.345
H -1.16 5.55 -0.87  0.382

Calculated values
* relative energy (zero: lowest compared OMol25 entry of this formula, charge and spin): 24.6 kcal per mole
* E: -3726.03031 hartree
* net charge: -1
* HOMO level: -0.11949 hartree

---

3.
Computed, not measured: a structure of composition C27H34Co2O6P, with the ωB97M-V functional and the def2-TZVPD basis.

Each line ends with the Mulliken charge.
Cartesian coordinates (Å):
Co 0.45 0.16 -4.02  0.317
Co 1.98 -1.86 -4.20  -0.146
P -1.24 -0.57 1.20  0.031
O 0.55 -0.77 -6.80  -0.468
O 2.72 -3.76 -6.30  -0.434
O 2.86 -3.57 -2.01  -0.386
O 4.27 -0.05 -4.00  -0.382
O 2.27 2.22 -5.05  -0.366
O -2.08 1.62 -4.33  -0.419
C -0.35 -3.13 2.18  -0.983
C -0.54 1.01 1.81  0.524
C 1.44 2.87 3.32  -1.013
C -4.43 -0.27 0.26  -0.085
C 0.93 0.25 -0.93  0.636
C 2.79 1.34 0.33  0.190
C 3.35 -0.75 -4.10  0.077
C -1.97 -0.30 -0.46  0.142
C 2.41 -3.02 -5.46  0.408
C -1.06 -4.15 4.37  -1.490
C 0.52 -1.28 -2.96  -0.922
C 2.72 3.55 -1.38  -0.852
C 1.83 1.38 -0.71  0.114
C 3.67 2.39 0.53  -0.531
C -0.39 1.06 3.34  -0.402
C 1.79 2.52 -1.54  -0.765
C 0.09 2.42 3.86  -0.783
C -3.31 0.45 -0.48  -0.899
C 1.56 1.43 -4.58  -0.066
C 0.03 -1.90 1.33  -0.459
C -5.76 0.44 0.09  -1.395
C 3.65 3.50 -0.33  -0.570
C 2.52 -2.92 -2.90  0.301
C -1.09 1.03 -4.22  0.003
C 0.65 -0.12 -2.22  -0.039
C 0.74 -0.64 -5.66  0.022
C -0.84 -2.85 3.60  0.160
H 0.89 -0.49 -0.14  0.517
H 2.18 2.06 3.34  0.215
H -1.24 0.29 -1.03  -0.450
H -0.66 3.17 3.62  0.354
H -0.24 -2.04 -2.71  0.892
H -5.74 1.43 0.55  0.325
H -6.56 -0.13 0.56  0.391
H -4.17 -0.34 1.33  0.204
H 1.02 2.59 -2.31  0.585
H -4.50 -1.30 -0.12  0.308
H 1.84 3.70 3.91  0.435
H -1.36 -3.94 5.40  0.405
H 4.39 2.35 1.36  0.397
H 4.37 4.31 -0.19  0.350
H -3.59 0.58 -1.54  0.483
H -1.23 1.81 1.48  0.578
H -1.85 -4.75 3.90  0.337
H 0.54 -3.77 2.24  0.427
H -1.77 -2.27 3.56  0.217
H 2.84 0.44 0.96  0.220
H -6.01 0.56 -0.97  0.330
H -2.06 -1.29 -0.93  0.418
H 0.94 -1.43 1.75  0.173
H 0.14 2.36 4.96  0.398
H 2.71 4.39 -2.07  0.391
H 0.24 -2.26 0.32  0.263
H -1.36 0.84 3.81  0.400
H 0.30 0.27 3.67  0.205
H 0.42 1.17 1.31  -1.070
H -1.12 -3.71 1.65  0.329
H 1.36 3.22 2.28  0.208
H -0.15 -4.75 4.39  0.336
H -3.18 1.46 -0.06  0.218
H -0.10 -2.23 4.13  0.137

Calculated values
* E: -4607.51528 hartree
* net charge: -1
* HOMO level: -0.15541 hartree

---

4.
Computed, not measured: a structure of composition C27H34N2O5, with the ωB97M-V functional and the def2-TZVPD basis.

Each line ends with the Mulliken charge.
Cartesian coordinates (Å):
O -2.87 -2.12 -2.35  -0.317
O 0.93 -3.56 -0.80  -0.242
O -0.66 -4.03 -2.27  -0.612
O -1.09 -1.14 -3.34  -0.623
O -1.43 -1.88 0.07  -0.398
N 4.51 -0.52 3.14  0.046
N -2.74 4.76 -0.69  0.114
C -3.63 -2.15 -3.59  -0.795
C -2.21 3.51 -0.52  0.640
C -3.26 2.76 -2.67  -0.705
C -1.61 -1.69 -2.38  -0.563
C -0.81 1.96 0.72  -0.858
C -2.27 5.87 0.13  -1.330
C 3.32 -2.92 2.11  -0.596
C -3.58 5.10 -1.81  -0.772
C -2.35 -2.98 0.26  -0.814
C 3.48 -0.40 2.26  0.681
C 4.10 -2.94 3.42  -0.998
C -0.16 -3.24 -1.49  -0.452
C 5.22 0.62 3.70  -1.226
C 1.90 0.93 0.97  -0.944
C -2.35 2.51 -1.53  0.241
C 2.99 0.86 1.81  -1.123
C 1.68 -1.45 1.00  -0.232
C -1.58 1.36 -1.48  -0.629
C -0.75 -1.86 -1.13  2.592
C -0.78 1.00 -0.37  0.294
C -1.46 3.17 0.63  -1.223
C 5.09 -1.80 3.50  -0.560
C 0.04 -0.17 -0.35  0.040
C 2.81 -1.56 1.78  0.117
C -4.27 3.88 -2.39  -0.891
C 1.16 -0.23 0.54  0.732
C 1.50 -4.83 -1.14  -0.876
H -4.79 4.15 -3.31  0.370
H -3.04 -2.62 1.02  0.308
H -2.52 6.81 -0.37  0.431
H -1.38 3.89 1.45  0.432
H -2.98 5.59 -2.59  0.347
H -3.80 1.84 -2.90  0.227
H 1.63 1.92 0.59  0.630
H -2.68 3.01 -3.57  0.322
H 0.78 -5.63 -0.94  0.345
H -1.80 -3.86 0.63  0.233
H 4.53 1.37 4.09  0.385
H -2.89 -3.22 -0.67  0.308
H 4.62 -3.89 3.54  0.387
H -3.22 -1.45 -4.31  0.358
H 2.38 -4.93 -0.51  0.241
H 1.18 -2.37 0.72  0.251
H -1.56 0.74 -2.37  0.864
H -4.32 5.84 -1.47  0.543
H 1.77 -4.82 -2.20  0.315
H 3.50 1.78 2.12  0.356
H -0.25 1.77 1.63  0.730
H 5.97 -2.00 2.87  0.249
H 5.90 1.10 2.98  0.334
H -3.60 -3.17 -4.00  0.291
H 0.16 -0.82 -1.33  0.046
H -4.64 -1.87 -3.32  0.239
H 2.48 -3.61 2.18  0.357
H -5.02 3.51 -1.69  0.336
H -1.19 5.83 0.28  0.469
H 5.82 0.24 4.53  0.355
H 3.39 -2.85 4.25  0.309
H -2.74 5.87 1.13  0.291
H 3.96 -3.28 1.28  0.200
H 5.46 -1.70 4.53  0.424

Calculated values
* relative energy (zero: lowest compared OMol25 entry of this formula, charge and spin): 117.2 kcal per mole
* E: -1534.74942 hartree
* HOMO level: -0.20764 hartree

---

> The highest HOMO level belongs to which entry?

C27H34Cl2I2KN2O6

---

> Among the records above, which one has the lowest HOMO level?

C27H34AlN3O2

---

> The lowest HOMO level belongs to which entry?

C27H34AlN3O2

---

> The highest E belongs to which entry?

C27H34N2O5